C24H26Cl52P | the ωB97M-V functional and the def2-TZVPD basis

```
103
Properties=species:S:1:pos:R:3:mulliken_charge:R:1
C 2.72 2.32 0.28 -0.80
C 1.79 3.38 -0.56 0.18
C 0.34 3.72 0.17 0.05
C -0.49 2.32 0.40 -0.45
C -2.00 2.33 -0.33 0.66
C -3.21 2.69 0.73 -0.35
C -4.72 2.52 0.13 -0.72
C -5.29 0.97 0.11 -0.17
C -4.82 0.10 -1.20 -0.51
C -4.48 -1.47 -0.91 -0.70
C -3.41 -1.75 0.30 -0.02
P -1.59 -1.93 -0.25 0.05
H 3.24 2.90 1.18 0.17
H 3.57 1.86 -0.40 0.24
H 2.14 1.42 0.76 0.22
H 1.64 2.96 -1.65 0.18
H 2.44 4.37 -0.67 -0.20
H 0.61 4.15 1.24 0.29
H -0.29 4.55 -0.41 -0.16
H -0.56 1.99 1.52 0.17
H 0.11 1.47 -0.19 0.07
H -2.00 3.05 -1.28 -0.05
H -2.15 1.20 -0.70 -0.59
H -3.07 3.84 1.00 0.23
H -3.07 2.11 1.75 0.21
H -5.45 3.12 0.86 0.34
H -4.88 3.03 -0.94 0.20
H -6.48 1.07 0.04 0.36
H -5.07 0.47 1.15 -0.05
H -3.94 0.64 -1.81 0.26
H -5.74 0.11 -1.95 0.36
H -5.48 -2.09 -0.73 0.31
H -4.04 -1.91 -1.94 0.31
H -3.43 -0.97 1.17 0.29
H -3.72 -2.79 0.79 0.03
H -1.05 -0.75 -0.93 0.20
H -1.34 -3.16 -1.00 0.24
H -0.78 -2.06 0.97 0.18
C -3.68 -4.13 3.88 0.24
Cl -4.94 -2.98 3.36 0.01
Cl -4.44 -5.54 4.65 -0.08
Cl -2.73 -4.66 2.47 -0.10
Cl -2.59 -3.33 5.05 0.00
C 5.62 5.65 -1.15 0.26
Cl 5.68 4.72 0.36 -0.11
Cl 5.47 4.54 -2.54 0.02
Cl 4.22 6.76 -1.12 -0.11
Cl 7.12 6.60 -1.32 -0.07
C 3.52 2.37 -5.72 0.23
Cl 4.95 2.68 -4.70 -0.08
Cl 2.75 0.85 -5.22 -0.12
Cl 2.37 3.72 -5.54 -0.03
Cl 4.02 2.25 -7.43 0.00
C 10.42 4.43 0.16 0.27
Cl 11.05 2.82 0.57 -0.10
Cl 10.98 4.89 -1.47 -0.10
Cl 8.64 4.41 0.19 0.01
Cl 11.02 5.62 1.34 -0.09
C 1.42 -3.16 5.53 0.22
Cl 2.82 -2.07 5.64 -0.04
Cl 1.82 -4.72 6.30 0.00
Cl 0.03 -2.43 6.35 -0.11
Cl 1.02 -3.44 3.81 -0.07
C -1.58 -8.74 1.98 0.27
Cl -0.18 -7.65 2.10 -0.09
Cl -1.18 -10.30 2.76 -0.08
Cl -2.97 -8.01 2.81 -0.05
Cl -1.98 -9.01 0.27 -0.07
C -5.78 -10.24 -1.05 0.29
Cl -5.00 -9.48 0.36 0.00
Cl -7.45 -9.65 -1.19 -0.10
Cl -4.87 -9.82 -2.53 -0.11
Cl -5.79 -12.01 -0.84 -0.08
C -6.45 0.16 5.18 0.30
Cl -7.07 -0.19 3.55 -0.11
Cl -7.80 0.15 6.34 -0.08
Cl -5.26 -1.08 5.64 -0.04
Cl -5.67 1.76 5.19 -0.09
C -1.10 6.83 -2.86 0.23
Cl -1.52 8.41 -2.14 -0.09
Cl -2.32 5.62 -2.39 -0.07
Cl -1.07 6.98 -4.63 -0.08
Cl 0.50 6.32 -2.28 -0.01
C 4.00 -8.32 6.86 0.35
Cl 2.55 -8.92 6.00 -0.07
Cl 4.71 -9.64 7.82 -0.09
Cl 5.19 -7.73 5.67 -0.09
Cl 3.53 -6.98 7.94 -0.10
C 3.10 2.03 6.96 0.32
Cl 3.32 3.68 6.33 -0.09
Cl 4.60 1.10 6.73 -0.09
Cl 2.71 2.11 8.70 -0.09
Cl 1.76 1.24 6.09 -0.04
C 5.80 0.17 -10.89 0.35
Cl 5.38 1.74 -10.17 -0.08
Cl 4.58 -1.04 -10.42 -0.10
Cl 5.83 0.32 -12.67 -0.09
Cl 7.40 -0.35 -10.31 -0.09
C -0.50 3.78 -8.21 0.25
Cl -0.99 4.92 -6.93 -0.02
Cl -1.63 3.91 -9.58 -0.09
Cl 1.15 4.17 -8.76 -0.07
Cl -0.54 2.11 -7.57 -0.09
```

Output
E_HOMO   -12.2 eV
Total charge   +1

=====

C29H30IMnN9OS | the ωB97M-V functional and the def2-TZVPD basis

```
72
Properties=species:S:1:pos:R:3:mulliken_charge:R:1
Mn 0.06 0.00 0.58 0.10
C -0.43 -5.10 -1.56 -0.48
C 0.63 -4.23 -1.75 -0.79
C 0.87 -3.20 -0.87 -0.11
C 0.04 -3.01 0.25 -0.47
C -1.02 -3.91 0.44 0.24
C -1.26 -4.93 -0.46 -0.81
N 0.24 -1.94 1.11 0.59
C 0.14 -2.15 2.46 0.40
C 0.37 -3.36 3.13 -0.57
C 0.28 -3.41 4.51 -0.63
C -0.05 -2.28 5.25 -0.68
C -0.27 -1.07 4.63 -0.80
C -0.17 -0.99 3.24 0.24
N -0.36 0.12 2.49 1.85
N -0.73 1.26 3.03 -1.33
C -0.95 2.23 2.15 -0.87
C -1.42 3.49 2.60 -0.62
C -1.63 4.49 1.70 -0.38
C -1.37 4.25 0.34 -0.92
C -0.92 3.01 -0.04 -0.35
N -0.69 2.00 0.81 0.81
H -0.61 -5.90 -2.26 0.39
H 1.29 -4.36 -2.61 0.42
H 1.70 -2.53 -1.02 0.27
H -1.68 -3.76 1.29 0.51
H -2.09 -5.59 -0.30 0.37
H 0.64 -4.24 2.57 0.50
H 0.49 -4.34 5.01 0.42
H -0.13 -2.36 6.33 0.40
H -0.52 -0.18 5.19 0.46
H -1.62 3.60 3.65 0.55
H -2.00 5.46 2.02 0.42
H -1.54 5.02 -0.40 0.48
H -0.72 2.80 -1.09 0.28
C -3.91 1.95 -3.22 -0.91
C -4.25 0.47 -3.06 -0.44
N -3.99 0.00 -1.72 -0.18
C -2.75 -0.09 -1.18 0.40
S -2.70 -0.54 0.47 -0.63
N -1.73 0.15 -1.97 -1.38
N -0.48 0.03 -1.53 1.51
C 0.45 0.26 -2.44 0.65
C 0.11 0.64 -3.85 -1.88
C 1.82 0.04 -2.05 0.15
C 2.86 -0.08 -2.98 -0.87
C 4.14 -0.35 -2.55 -0.71
C 4.36 -0.52 -1.18 -1.05
C 3.28 -0.40 -0.32 -1.02
N 2.05 -0.11 -0.72 1.45
H -4.09 2.27 -4.24 0.33
H -2.87 2.09 -2.97 0.11
H -4.51 2.56 -2.55 0.33
H -3.66 -0.12 -3.76 0.22
H -5.31 0.30 -3.25 0.43
H -4.75 -0.12 -1.08 0.27
H -0.91 1.02 -3.87 0.23
H 0.16 -0.23 -4.50 0.40
H 0.79 1.40 -4.22 0.46
H 2.66 0.02 -4.04 0.49
H 4.95 -0.45 -3.25 0.44
H 5.35 -0.74 -0.81 0.54
H 3.41 -0.54 0.75 0.54
N 1.91 3.37 2.51 -0.23
C 2.32 2.45 1.62 0.49
O 1.91 1.30 1.62 -0.21
C 3.39 2.92 0.66 -0.98
I 5.32 2.33 1.44 0.04
H 1.17 3.12 3.15 0.26
H 2.21 4.33 2.46 0.19
H 3.41 3.99 0.54 0.56
H 3.28 2.42 -0.30 0.11
```

Output
⟨S²⟩   8.917
Multiplicity   6
Energy relative to the best compared isomer or geometry (same formula, charge and spin)   0.0 kJ/mol
E_HOMO (spin up / spin down)   -6.3 / -6.8 eV

=====

C5H12 | the ωB97M-V functional and the def2-TZVPD basis

```
17
Properties=species:S:1:pos:R:3:mulliken_charge:R:1
C -1.59 -1.15 -1.78 -1.69
C -0.70 0.05 -1.77 -0.67
H -2.49 -0.75 -1.38 0.54
H -1.55 -2.01 -1.10 0.55
H -1.92 -1.41 -2.87 0.39
H -0.64 0.52 -0.79 -0.38
H 0.36 -0.15 -2.24 0.38
H -1.10 0.75 -2.40 0.68
C 0.60 1.52 1.71 -3.46
C 0.93 0.05 1.40 -0.12
C 1.98 -0.78 1.46 -0.37
H 1.42 2.09 2.14 1.16
H 0.18 2.02 0.86 0.46
H -0.24 1.44 2.43 0.47
H -0.12 -0.10 1.15 0.30
H 2.04 -1.82 1.18 0.45
H 2.84 -0.28 2.00 0.31
```

Output
⟨S²⟩   0.750
Multiplicity   2
Energy relative to the best compared isomer or geometry (same formula, charge and spin)   193.9 kJ/mol
E_HOMO (spin up / spin down)   1.4 / -5.9 eV
Total charge   -1

=====

CH4FN2O | the ωB97M-V functional and the def2-TZVPD basis

```
9
Properties=species:S:1:pos:R:3:mulliken_charge:R:1
C 1.57 0.33 0.20 0.29
N -1.92 1.22 0.07 0.00
N 0.93 -0.63 -0.20 0.02
O -1.81 0.34 -0.72 -0.31
F 0.99 1.49 0.25 -0.10
H -2.70 2.04 -0.19 0.27
H 1.11 -1.62 -0.35 0.29
H -0.01 -0.38 -0.36 0.21
H 2.61 0.34 0.66 0.33
```

Output
Energy relative to the best compared isomer or geometry (same formula, charge and spin)   213.8 kJ/mol
E_HOMO   -13.8 eV
Total charge   +1

=====

C22H17N4O6PtS3 | the ωB97M-V functional and the def2-TZVPD basis

```
53
Properties=species:S:1:pos:R:3:mulliken_charge:R:1
Pt 0.68 -0.45 -0.59 0.83
S 1.78 2.77 -0.11 0.08
C 2.09 1.60 1.10 1.06
C 2.78 2.10 2.27 -0.92
C 2.98 1.25 3.36 -0.28
C 2.67 -0.06 3.25 -1.15
C 2.22 -0.64 1.96 0.33
N 1.74 0.34 0.98 0.06
H 3.05 3.14 2.30 0.42
H 3.38 1.65 4.28 0.46
H 2.80 -0.76 4.07 0.48
H 3.04 -1.20 1.50 0.37
C -3.34 2.89 1.14 -0.62
C -2.75 1.69 1.53 -1.07
C -1.75 1.12 0.76 0.25
C -1.32 1.76 -0.41 0.62
C -1.90 2.97 -0.79 -0.42
C -2.91 3.52 -0.02 -0.68
N -0.27 1.20 -1.16 0.87
N 0.04 1.74 -2.32 -0.78
C 1.08 1.16 -2.96 0.45
C 1.48 1.60 -4.23 -0.69
C 2.52 0.98 -4.86 -0.20
C 3.18 -0.09 -4.24 -0.94
C 2.76 -0.49 -3.00 -0.12
N 1.75 0.13 -2.38 0.00
H -4.12 3.33 1.74 0.42
H -3.08 1.18 2.42 0.48
H -1.31 0.18 1.06 0.13
H -1.57 3.45 -1.70 0.46
H -3.36 4.45 -0.33 0.40
H 0.93 2.42 -4.68 0.51
H 2.83 1.30 -5.85 0.42
H 4.00 -0.61 -4.72 0.44
H 3.21 -1.32 -2.47 0.52
O -2.21 -2.92 -2.50 -0.69
S -1.10 -2.74 -1.63 1.36
O -0.12 -3.78 -1.47 -0.62
O -0.47 -1.38 -1.97 -0.68
C -1.72 -2.48 0.03 0.26
C -3.08 -2.25 0.17 -0.57
C -3.64 -2.12 1.43 -0.73
C -2.84 -2.23 2.56 -0.69
C -1.48 -2.43 2.44 -0.87
C -0.92 -2.54 1.17 0.50
S 0.85 -2.74 1.21 1.34
O 1.24 -4.01 1.68 -0.70
O 1.17 -1.59 2.28 -0.35
O 1.54 -2.25 0.00 -0.72
H -3.69 -2.21 -0.72 0.59
H -4.71 -1.95 1.53 0.45
H -3.28 -2.16 3.55 0.46
H -0.87 -2.51 3.32 0.49
```

Output
⟨S²⟩   6.062
Multiplicity   5
Energy relative to the best compared isomer or geometry (same formula, charge and spin)   0.2 kJ/mol
E_HOMO (spin up / spin down)   -10.2 / -11.5 eV
Total charge   +1

=====

Number 1: E -25200.75887 a.u.. Number 2: E -3538.06236 a.u.. Number 3: E -197.55610 a.u.. Number 4: E -324.71961 a.u.. Number 5: E -2832.50110 a.u..